[1]
Computed, not measured: C4H6N2S in the gas phase in a non-equilibrium geometry, with ωB97M-V/def2-TZVPD.

As for the HOMO-LUMO gap: 8.962 eV. The calculation puts the strongest force on any atom at 3.0 eV/Å. The energy above the lowest of the compared OMol25 structures with the same formula, charge and spin is 35.03 kcal per mole. For the energy, the calculation gives -663.67271 a.u. The structure (SMILES) is S=CN1CCC=N1.

Structure (XYZ):
```
13
Properties=species:S:1:pos:R:3:forces:R:3:nbo_charge:R:1
S 3.2423 0.0335 -0.0878 -0.816 -0.553 0.200 -0.1669
N -0.3654 -1.3990 -0.0664 -1.060 -0.108 -0.038 -0.1970
N 0.6202 -0.4759 -0.0054 2.917 -0.667 -0.033 -0.2585
C 1.8972 -0.9299 0.0490 0.134 0.484 0.084 -0.0515
C -1.3215 0.7384 -0.0289 -0.036 0.038 -1.123 -0.4853
C -1.4669 -0.7694 -0.1219 -0.240 0.307 0.816 0.0588
C 0.2100 0.9151 -0.0031 -0.592 -0.191 0.855 -0.2395
H -2.3925 -1.3196 -0.0729 -0.128 0.009 -0.275 0.2073
H 0.5859 1.3900 0.9239 -0.254 -0.196 -0.419 0.2220
H 0.6285 1.4627 -0.8178 0.270 0.215 -0.738 0.2294
H -1.7218 1.1567 0.8665 -0.657 0.032 0.710 0.2324
H -1.8562 1.2198 -0.8702 0.496 -0.081 0.318 0.2320
H 1.9402 -2.0224 0.2351 -0.033 0.711 -0.356 0.2165
```
Positions in Å, forces in eV/Å.


[2]
Computed, not measured: C4H6N2S in the gas phase in a non-equilibrium geometry, with ωB97M-V/def2-TZVPD.

As for the HOMO-LUMO gap: 7.851 eV. The calculation puts the strongest force on any atom at 4.8 eV/Å. The energy above the lowest of the compared OMol25 structures with the same formula, charge and spin is 92.66 kcal per mole. For the energy, the calculation gives -663.58087 a.u.

Structure (XYZ):
```
13
Properties=species:S:1:pos:R:3:forces:R:3:nbo_charge:R:1
S 1.4906 -0.1327 1.2447 0.960 -0.137 0.431 0.3981
N -0.8371 0.9349 0.4170 -1.146 -0.271 -0.497 -0.2525
N -1.8368 -1.5157 -0.5029 2.066 0.831 -0.723 -0.6264
C -2.1191 0.8127 0.1541 3.994 -2.646 0.708 -0.1814
C 2.9034 0.0541 0.1227 0.030 -2.901 -2.618 -0.7664
C -2.5352 -0.4804 -0.2200 -2.131 -1.883 -1.451 0.0592
C 0.2177 0.3392 0.3204 0.542 0.933 -0.366 -0.0289
H 2.8588 0.8621 -0.5614 -1.053 0.880 -0.658 0.2378
H 3.8289 0.2775 0.5575 1.111 -0.072 1.780 0.2365
H -0.7771 -1.2527 -0.6392 -1.978 -0.612 0.961 0.3148
H 3.1271 -0.8945 -0.5588 -0.796 1.745 1.592 0.2275
H -3.6443 -0.6213 -0.4471 1.195 0.320 0.815 0.1814
H -2.6769 1.6168 0.1128 -2.795 3.812 0.027 0.2004
```
Positions in Å, forces in eV/Å.


[3]
Computed, not measured: C4H6N2S2 in the gas phase in a non-equilibrium geometry, with ωB97M-V/def2-TZVPD.

As for the HOMO-LUMO gap: 7.856 eV. The calculation puts the strongest force on any atom at 6.9 eV/Å. The energy above the lowest of the compared OMol25 structures with the same formula, charge and spin is 135.84 kcal per mole. For the energy, the calculation gives -1061.69969 a.u. The structure (SMILES) is C=N/N=C(\C=S)SC.

Structure (XYZ):
```
14
Properties=species:S:1:pos:R:3:forces:R:3:nbo_charge:R:1
S -1.9014 1.0107 -0.4750 1.232 0.479 1.112 0.3706
S -2.0875 -2.6169 0.4052 1.642 3.237 -3.356 0.0379
N 1.4434 -1.2065 -0.4051 0.267 0.423 1.233 -0.2848
N 0.6238 -0.0749 -0.0587 -4.264 -0.743 -1.593 -0.3405
C -0.9495 2.0541 0.5966 4.947 -3.513 1.845 -0.7640
C -1.5321 -1.4487 -0.8105 -1.172 -3.666 0.885 -0.2978
C 2.6258 -0.9742 0.0251 2.805 -1.827 -1.520 -0.0517
C -0.6955 -0.2258 -0.3904 2.753 -2.035 -0.679 0.0130
H 3.6336 -1.7159 -0.1746 -3.516 1.624 0.403 0.1839
H -1.9699 -1.6270 -1.9544 1.428 0.878 3.077 0.2595
H 2.9708 -0.0196 0.4069 -0.510 0.180 0.445 0.1713
H -1.4468 2.8467 0.7970 -3.193 6.077 0.154 0.2071
H -0.8813 1.7708 1.7301 -0.053 -0.896 -2.054 0.2334
H 0.1666 2.2271 0.3079 -2.367 -0.218 0.047 0.2621
```
Positions in Å, forces in eV/Å.